11
Properties=species:S:1:pos:R:3 method="wB97M-V/def2-TZVPD" homo_energy_ha=-0.325 smiles="CP1(=S)SSSSS1" relative_energy_kcal_mol=1.1 spin_multiplicity=1 charge=0
S 1.5560 1.6823 -0.7374
H -1.7704 0.2730 -1.1404
S 3.2586 0.5889 -0.9817
S 0.8792 1.2874 1.1973
H -1.9208 1.2578 0.3191
C -1.7870 0.2135 -0.0731
S 2.5449 -1.2702 -0.2988
H -2.7193 -0.3456 -0.0028
S -0.4647 -1.8404 2.1596
S 0.6898 -1.3449 -1.1435
P -0.2665 -0.5019 0.7018